1.
Density functional theory data (ωB97M-V/def2-TZVPD) for a structure of composition C34H53N13OPdSTe at a distorted geometry.

Atoms and positions in Å:
Pd 0.073 0.211 0.040
C 2.073 -1.140 5.315
N 1.309 -1.283 4.083
C 0.239 -2.263 4.127
C 1.414 -0.390 3.066
N 0.402 -0.056 2.296
C -0.915 0.011 2.826
C -1.171 0.773 3.935
C -2.494 1.023 4.370
C -3.547 0.561 3.642
C -3.326 -0.224 2.476
C -4.418 -0.683 1.698
C -4.202 -1.462 0.597
C -2.896 -1.856 0.248
C -1.814 -1.445 0.989
N -0.489 -1.853 0.702
C -0.209 -3.094 0.383
N -1.031 -4.166 0.638
C -1.292 -5.140 -0.412
C -1.932 -4.264 1.771
N 0.990 -3.418 -0.156
C 1.904 -2.472 -0.769
C 1.566 -4.751 -0.012
C -2.008 -0.553 2.091
N 2.654 0.126 2.858
C 3.843 -0.712 2.913
C 2.811 1.439 2.265
H 1.383 -1.168 6.160
H 2.598 -0.189 5.327
H 2.796 -1.948 5.434
H 0.628 -3.179 4.573
H -0.083 -2.478 3.111
H -0.616 -1.921 4.717
H -0.336 1.206 4.475
H -2.657 1.617 5.258
H -4.564 0.786 3.934
H -5.421 -0.412 1.999
H -5.040 -1.817 0.010
H -2.736 -2.532 -0.583
H -0.739 -4.885 -1.313
H -2.360 -5.128 -0.650
H -1.024 -6.153 -0.106
H -1.730 -3.490 2.507
H -1.794 -5.237 2.244
H -2.976 -4.174 1.461
H 1.462 -1.482 -0.852
H 2.177 -2.816 -1.769
H 2.815 -2.390 -0.170
H 1.048 -5.311 0.761
H 2.610 -4.640 0.281
H 1.535 -5.312 -0.948
H 3.570 -1.726 3.187
H 4.567 -0.333 3.637
H 4.319 -0.739 1.930
H 2.144 2.149 2.752
H 2.629 1.440 1.187
H 3.835 1.768 2.441
C -1.198 -1.745 -5.976
C -2.075 -2.908 -5.537
C -2.232 -3.006 -4.027
N -2.869 -1.813 -3.464
C -2.266 -0.831 -2.789
S -0.654 -0.927 -2.335
N -3.119 0.224 -2.521
C -2.835 1.475 -1.980
O -1.732 1.794 -1.599
C -4.010 2.391 -1.953
C -3.801 3.728 -2.278
C -4.865 4.614 -2.256
C -6.131 4.170 -1.895
C -6.338 2.840 -1.560
C -5.278 1.945 -1.594
H -1.056 -1.754 -7.055
H -0.215 -1.796 -5.507
H -1.641 -0.781 -5.717
H -1.649 -3.853 -5.878
H -3.063 -2.836 -6.000
H -1.263 -3.115 -3.540
H -2.853 -3.861 -3.753
H -3.808 -1.638 -3.795
H -4.074 0.124 -2.836
H -2.811 4.058 -2.565
H -4.709 5.650 -2.523
H -6.959 4.865 -1.873
H -7.323 2.498 -1.273
H -5.437 0.917 -1.289
N 4.904 0.508 -1.962
N 3.588 0.932 -2.096
N 3.037 1.130 -3.269
C 1.789 1.410 -2.914
N 1.612 1.385 -1.592
N 2.801 1.053 -1.082
H 5.363 0.705 -2.846
H 5.320 1.029 -1.195
H 1.013 1.648 -3.619
C -2.370 3.071 1.057
Te -0.302 2.672 1.102
C 0.186 4.061 -0.405
H -2.579 3.764 1.869
H -2.916 2.143 1.209
H -2.607 3.503 0.091
H -0.081 3.617 -1.358
H 1.249 4.278 -0.358
H -0.390 4.964 -0.213

Forces on atoms 1 to 6 (eV/Å):
-0.0702 -0.4962 1.9657
0.0340 0.0390 0.0325
-0.2356 0.0836 -0.0316
0.0691 -0.0889 -0.0878
0.4766 -0.1525 -0.0908
-0.5049 0.5811 -0.3679

Charge: +2
Multiplicity: 1
Molar mass in g mol⁻¹: 926.0
E in a.u.: -2908.00370
Frontier orbital gap (spin up / spin down) in hartree: 0.20622 / 0.23484

These are the Mulliken partial charges, in e, on atoms 1 to 99: atom 1 (Pd): 0.435, atom 2 (C): -1.296, atom 3 (N): 0.321, atom 4 (C): -1.350, atom 5 (C): -0.767, atom 6 (N): 1.535, atom 7 (C): -0.447, atom 8 (C): -0.299, atom 9 (C): -1.362, atom 10 (C): -0.955, atom 11 (C): 1.429, atom 12 (C): -0.977, atom 13 (C): -1.210, atom 14 (C): -0.552, atom 15 (C): -0.266, atom 16 (N): 1.119, atom 17 (C): -1.417, atom 18 (N): 0.487, atom 19 (C): -1.279, atom 20 (C): -0.810, atom 21 (N): 0.622, atom 22 (C): -0.390, atom 23 (C): -1.213, atom 24 (C): 0.987, atom 25 (N): 0.124, atom 26 (C): -1.186, atom 27 (C): -0.806, atom 28 (H): 0.395, atom 29 (H): 0.400, atom 30 (H): 0.385, atom 31 (H): 0.582, atom 32 (H): 0.427, atom 33 (H): 0.310, atom 34 (H): 0.622, atom 35 (H): 0.427, atom 36 (H): 0.509, atom 37 (H): 0.504, atom 38 (H): 0.513, atom 39 (H): 0.726, atom 40 (H): 0.331, atom 41 (H): 0.409, atom 42 (H): 0.309, atom 43 (H): 0.117, atom 44 (H): 0.443, atom 45 (H): 0.315, atom 46 (H): -0.506, atom 47 (H): 0.395, atom 48 (H): 0.383, atom 49 (H): 0.390, atom 50 (H): 0.407, atom 51 (H): 0.328, atom 52 (H): 0.442, atom 53 (H): 0.313, atom 54 (H): 0.336, atom 55 (H): 0.347, atom 56 (H): 0.003, atom 57 (H): 0.472, atom 58 (C): -0.927, atom 59 (C): -0.589, atom 60 (C): -0.595, atom 61 (N): -0.151, atom 62 (C): 0.227, atom 63 (S): -0.057, atom 64 (N): 0.104, atom 65 (C): -0.231, atom 66 (O): -0.610, atom 67 (C): 0.407, atom 68 (C): -0.309, atom 69 (C): -0.709, atom 70 (C): -0.541, atom 71 (C): -0.914, atom 72 (C): -0.053, atom 73 (H): 0.414, atom 74 (H): 0.216, atom 75 (H): 0.202, atom 76 (H): 0.346, atom 77 (H): 0.354, atom 78 (H): 0.243, atom 79 (H): 0.350, atom 80 (H): 0.228, atom 81 (H): 0.349, atom 82 (H): 0.445, atom 83 (H): 0.440, atom 84 (H): 0.428, atom 85 (H): 0.450, atom 86 (H): 0.323, atom 87 (N): -0.636, atom 88 (N): 1.102, atom 89 (N): -1.043, atom 90 (C): -0.464, atom 91 (N): 0.240, atom 92 (N): -0.345, atom 93 (H): 0.325, atom 94 (H): 0.274, atom 95 (H): 0.581, atom 96 (C): -0.484, atom 97 (Te): 0.554, atom 98 (C): -1.059, atom 99 (H): 0.569

=====

2.
Density functional theory data (ωB97M-V/def2-TZVPD) for a structure of composition C24H19AgN4O8S at a distorted geometry.

Atoms and positions in Å:
Ag 0.651 0.977 -0.228
C 0.121 -0.822 -3.260
C -1.260 -0.430 -2.865
C -2.357 -0.877 -3.605
C -3.630 -0.561 -3.169
C -3.774 0.189 -2.016
C -2.625 0.648 -1.361
N -1.403 0.341 -1.800
C -2.710 1.514 -0.174
C -3.893 2.177 0.167
C -3.923 2.858 1.372
C -2.765 2.984 2.109
C -1.567 2.453 1.598
N -1.599 1.660 0.532
C -0.253 2.803 2.135
C -0.125 3.885 2.997
C 1.123 4.081 3.625
C 2.197 3.394 3.186
C 2.067 2.636 1.896
C 3.159 1.577 1.734
N 0.784 2.028 1.800
H 0.236 -0.798 -4.342
H 0.302 -1.837 -2.907
H 0.844 -0.168 -2.766
H -2.205 -1.470 -4.496
H -4.504 -0.896 -3.714
H -4.759 0.403 -1.627
H -4.762 2.165 -0.475
H -4.850 3.296 1.723
H -2.789 3.491 3.061
H -0.959 4.519 3.252
H 1.187 4.726 4.498
H 3.154 3.422 3.684
H 4.142 2.042 1.810
H 3.063 1.109 0.751
H 3.041 0.820 2.509
O 2.251 3.640 0.839
S 1.571 3.542 -0.620
O 2.061 4.760 -1.237
O 2.092 2.347 -1.284
O 0.124 3.509 -0.503
O 2.178 -1.051 -0.621
C 1.284 -1.800 -0.189
O 0.177 -1.418 0.244
C 1.556 -3.297 -0.205
C 2.869 -3.764 -0.269
C 3.137 -5.126 -0.248
C 2.107 -6.038 -0.178
C 0.783 -5.579 -0.135
C 0.516 -4.205 -0.147
N -0.258 -6.519 -0.082
O 0.033 -7.737 -0.133
O -1.439 -6.129 0.006
H 3.661 -3.035 -0.320
H 4.160 -5.482 -0.283
H 2.284 -7.104 -0.158
H -0.502 -3.851 -0.108

Forces on atoms 1 to 6 (eV/Å):
-0.6119 -1.4189 0.0983
0.2138 0.1481 0.2292
-0.3037 -0.0534 -0.3318
-0.1501 0.0410 0.1057
0.1174 -0.0093 -0.0167
0.1025 0.0644 0.1596

Charge: -2
Multiplicity: 1
Molar mass in g mol⁻¹: 631.4
E in a.u.: -2292.07231
Frontier orbital gap in hartree: 0.15070

Charges in e, computed with natural (NBO), in the same order as the atoms: atom 1 (Ag): 0.874, atom 2 (C): -0.653, atom 3 (C): 0.257, atom 4 (C): -0.271, atom 5 (C): -0.183, atom 6 (C): -0.260, atom 7 (C): 0.200, atom 8 (N): -0.398, atom 9 (C): 0.166, atom 10 (C): -0.265, atom 11 (C): -0.195, atom 12 (C): -0.234, atom 13 (C): 0.243, atom 14 (N): -0.389, atom 15 (C): 0.183, atom 16 (C): -0.407, atom 17 (C): -0.207, atom 18 (C): -0.294, atom 19 (C): 0.346, atom 20 (C): -0.623, atom 21 (N): -0.673, atom 22 (H): 0.196, atom 23 (H): 0.224, atom 24 (H): 0.273, atom 25 (H): 0.198, atom 26 (H): 0.195, atom 27 (H): 0.203, atom 28 (H): 0.194, atom 29 (H): 0.191, atom 30 (H): 0.210, atom 31 (H): 0.180, atom 32 (H): 0.176, atom 33 (H): 0.177, atom 34 (H): 0.186, atom 35 (H): 0.247, atom 36 (H): 0.201, atom 37 (O): -0.773, atom 38 (S): 2.579, atom 39 (O): -1.031, atom 40 (O): -1.064, atom 41 (O): -1.025, atom 42 (O): -0.744, atom 43 (C): 0.727, atom 44 (O): -0.743, atom 45 (C): -0.138, atom 46 (C): -0.125, atom 47 (C): -0.244, atom 48 (C): -0.190, atom 49 (C): -0.026, atom 50 (C): -0.092, atom 51 (N): 0.508, atom 52 (O): -0.432, atom 53 (O): -0.388, atom 54 (H): 0.244, atom 55 (H): 0.204, atom 56 (H): 0.230, atom 57 (H): 0.258

=====

3.
Density functional theory data (ωB97M-V/def2-TZVPD) for a structure of composition C25H51N5O10P2S2 at a distorted geometry.

Atoms and positions in Å:
N -2.494 -5.209 -2.538
C -1.856 -3.878 -2.400
C -0.418 -3.996 -1.864
C -0.217 -3.405 -0.444
C 0.651 -2.141 -0.485
C 0.729 -1.344 0.796
C 0.023 -1.707 1.896
C 0.156 -0.983 3.117
N -0.460 -1.267 4.266
S 0.059 -0.130 5.307
N 1.049 0.720 4.375
C 1.028 0.138 3.164
C 1.778 0.557 2.018
C 2.671 1.765 2.182
C 2.202 3.025 1.405
C 0.671 3.143 1.282
S 0.007 4.794 1.521
O -0.674 5.176 0.312
O -0.804 4.882 2.699
O 1.239 5.776 1.734
C 1.617 -0.188 0.881
P 2.582 0.174 -0.629
P 1.224 1.253 -1.953
O 1.512 2.698 -1.935
O -0.283 0.952 -1.480
O 1.416 0.681 -3.446
H -2.274 -5.596 -3.448
H -3.500 -5.057 -2.501
H -1.869 -3.374 -3.372
H -2.459 -3.321 -1.682
H 0.316 -3.548 -2.540
H -0.184 -5.061 -1.823
H -1.179 -3.241 0.038
H 0.332 -4.156 0.128
H 0.319 -1.534 -1.331
H 1.673 -2.468 -0.712
H -0.635 -2.563 1.907
H 3.686 1.516 1.865
H 2.728 2.015 3.239
H 2.584 3.887 1.955
H 2.675 3.086 0.427
H 0.378 2.888 0.264
H 0.132 2.513 1.988
H 1.740 5.856 0.908
H 3.428 1.243 -0.305
H -0.916 1.140 -2.188
H 1.964 -0.114 -3.464
C 8.516 8.521 1.402
O 7.313 9.256 1.294
C 7.001 9.700 -0.020
C 5.842 8.928 -0.617
N 6.211 7.550 -0.922
C 5.092 6.666 -1.237
C 3.992 6.469 -0.197
O 4.380 5.736 0.954
C 5.079 6.481 1.938
H 8.762 8.452 2.460
H 8.415 7.503 1.010
H 9.338 9.024 0.885
H 7.881 9.657 -0.670
H 6.702 10.749 0.064
H 5.526 9.422 -1.541
H 5.011 8.988 0.097
H 6.719 7.163 -0.139
H 5.517 5.682 -1.450
H 4.629 7.017 -2.165
H 3.214 5.863 -0.678
H 3.509 7.412 0.092
H 4.717 7.509 2.006
H 6.155 6.475 1.748
H 4.915 5.991 2.898
C -9.780 -7.395 -0.633
O -8.848 -7.292 0.426
C -8.251 -8.523 0.816
C -6.800 -8.608 0.388
N -6.670 -8.739 -1.058
C -5.317 -8.546 -1.577
C -4.600 -7.222 -1.322
O -5.138 -6.108 -2.024
C -6.293 -5.536 -1.431
H -10.332 -6.457 -0.672
H -9.290 -7.542 -1.601
H -10.488 -8.210 -0.462
H -8.824 -9.376 0.440
H -8.285 -8.556 1.909
H -6.341 -9.479 0.864
H -6.296 -7.710 0.771
H -7.285 -8.074 -1.507
H -5.372 -8.683 -2.659
H -4.687 -9.353 -1.190
H -3.581 -7.330 -1.695
H -4.507 -6.988 -0.256
H -6.252 -5.572 -0.341
H -7.204 -6.021 -1.787
H -6.340 -4.492 -1.743

Forces on atoms 1 to 6 (eV/Å):
0.0827 0.7703 0.2643
0.2154 -0.6179 -0.3248
-0.0987 -0.0180 0.3725
0.6330 -0.3208 -0.4566
-0.0944 -0.3508 0.2326
0.0456 0.2811 0.2043

Charge: 0
Multiplicity: 1
Molar mass in g mol⁻¹: 707.8
E in a.u.: -3488.41308
Frontier orbital gap in hartree: 0.29521

Charges in e, computed with Mulliken, in the same order as the atoms: atom 1 (N): -0.390, atom 2 (C): -0.671, atom 3 (C): -0.893, atom 4 (C): -1.111, atom 5 (C): -0.484, atom 6 (C): 0.874, atom 7 (C): -0.737, atom 8 (C): 0.115, atom 9 (N): -0.759, atom 10 (S): 0.139, atom 11 (N): -0.613, atom 12 (C): 0.828, atom 13 (C): 0.108, atom 14 (C): -2.192, atom 15 (C): 0.043, atom 16 (C): -0.409, atom 17 (S): 1.349, atom 18 (O): -0.687, atom 19 (O): -0.681, atom 20 (O): -0.469, atom 21 (C): 0.657, atom 22 (P): -0.426, atom 23 (P): 0.859, atom 24 (O): -0.606, atom 25 (O): -0.467, atom 26 (O): -0.525, atom 27 (H): 0.198, atom 28 (H): 0.187, atom 29 (H): 0.283, atom 30 (H): 0.395, atom 31 (H): 0.464, atom 32 (H): 0.468, atom 33 (H): 0.445, atom 34 (H): 0.355, atom 35 (H): 0.333, atom 36 (H): 0.511, atom 37 (H): 0.407, atom 38 (H): 0.452, atom 39 (H): 0.470, atom 40 (H): 0.604, atom 41 (H): 0.332, atom 42 (H): -0.028, atom 43 (H): 0.278, atom 44 (H): 0.267, atom 45 (H): 0.069, atom 46 (H): 0.350, atom 47 (H): 0.347, atom 48 (C): -0.691, atom 49 (O): -0.334, atom 50 (C): -0.810, atom 51 (C): -0.158, atom 52 (N): -0.280, atom 53 (C): -1.271, atom 54 (C): -0.375, atom 55 (O): -0.290, atom 56 (C): -0.681, atom 57 (H): 0.234, atom 58 (H): 0.282, atom 59 (H): 0.336, atom 60 (H): 0.403, atom 61 (H): 0.399, atom 62 (H): 0.371, atom 63 (H): 0.148, atom 64 (H): 0.115, atom 65 (H): 0.397, atom 66 (H): 0.455, atom 67 (H): 0.496, atom 68 (H): 0.472, atom 69 (H): 0.341, atom 70 (H): 0.157, atom 71 (H): 0.335, atom 72 (C): -0.693, atom 73 (O): -0.336, atom 74 (C): -0.805, atom 75 (C): -0.154, atom 76 (N): -0.301, atom 77 (C): -0.961, atom 78 (C): -0.257, atom 79 (O): -0.493, atom 80 (C): -0.653, atom 81 (H): 0.234, atom 82 (H): 0.286, atom 83 (H): 0.332, atom 84 (H): 0.404, atom 85 (H): 0.392, atom 86 (H): 0.366, atom 87 (H): 0.147, atom 88 (H): 0.101, atom 89 (H): 0.430, atom 90 (H): 0.384, atom 91 (H): 0.394, atom 92 (H): 0.287, atom 93 (H): 0.323, atom 94 (H): 0.144, atom 95 (H): 0.338

=====

4.
Density functional theory data (ωB97M-V/def2-TZVPD) for a structure of composition C7H5F3O3Yb at a distorted geometry.

Atoms and positions in Å:
O 0.504 3.487 0.168
C -0.312 2.789 -0.439
C -0.985 1.592 0.364
C -0.727 0.474 -0.506
C -0.896 -1.107 -0.221
C 0.267 -1.556 0.756
C 1.768 -1.376 0.289
F 2.624 -1.732 1.372
F 2.136 -2.235 -0.773
F 2.175 -0.092 -0.059
C -0.298 1.158 -1.892
O -0.459 0.652 -2.981
O -0.203 2.593 -1.840
H -1.430 1.550 1.416
H -0.733 -1.613 -1.238
H -1.878 -1.405 0.233
H 0.156 -2.685 0.976
H 0.216 -1.081 1.818
Yb -1.928 0.589 2.560

Forces on atoms 1 to 6 (eV/Å):
-3.6051 -1.4836 -1.8522
4.5042 1.9711 2.6971
0.6762 -2.5891 -3.9447
-1.0975 2.1109 2.4161
2.0294 1.4007 -1.0286
0.2905 -1.1253 0.5989

Charge: +2
Multiplicity: 1
Molar mass in g mol⁻¹: 367.1
E in a.u.: -1952.86378
Frontier orbital gap in hartree: 0.25279

Charges in e, computed with Mulliken, in the same order as the atoms: atom 1 (O): -0.389, atom 2 (C): 0.551, atom 3 (C): -0.378, atom 4 (C): 1.142, atom 5 (C): -0.667, atom 6 (C): -0.200, atom 7 (C): 0.644, atom 8 (F): -0.240, atom 9 (F): -0.220, atom 10 (F): -0.220, atom 11 (C): 0.202, atom 12 (O): -0.366, atom 13 (O): -0.216, atom 14 (H): -0.197, atom 15 (H): 0.368, atom 16 (H): 0.220, atom 17 (H): 0.398, atom 18 (H): -0.085, atom 19 (Yb): 1.654